(1)
The following is a quantum chemistry calculation of a structure of composition C5H11NO3 in a non-equilibrium geometry, from the OMol25 dataset.

Computed properties:
LUMO level (spin up / spin down) ... -0.3 / -0.3 eV
Total charge ... 0
E ... -12993.4731 eV
HOMO (spin up / spin down) ... -0.29710 / -0.29709 Ha
Energy above the lowest of the compared OMol25 structures with the same formula, charge and spin ... 77.91 kcal per mole

Element x y z (Å)
1 C 1.4162 -0.9318 -1.6223
2 C -0.7429 -0.8814 -0.4989
3 N 1.9634 0.2237 -1.4296
4 O -0.6947 -2.1497 0.0140
5 O -1.5856 -0.5767 -1.3062
6 H -1.4270 -2.6626 -0.3751
7 H 1.8586 0.5475 -0.2998
8 H 1.8403 0.9182 -2.1590
9 H 1.5829 -1.6914 -0.8709
10 H 0.9844 -1.2174 -2.5742
11 C -0.6564 1.7315 0.1781
12 C -0.7321 -0.0285 2.0519
13 C -0.0206 0.5096 0.8204
14 O 1.2707 0.5148 0.9032
15 H -0.2373 1.9036 -0.8143
16 H -0.4149 2.5944 0.8039
17 H -1.7345 1.6356 0.0804
18 H -1.7997 -0.1636 1.8848
19 H -0.2885 -0.9729 2.3569
20 H -0.5823 0.6972 2.8568

***

(2)
The following is a quantum chemistry calculation of a cluster of 2 separate species, C5H11NO3 in total in a non-equilibrium geometry, from the OMol25 dataset.

Computed properties:
SMILES string ... CNC(C)=O.CC(=O)O
LUMO level ... 0.4 eV
Total charge ... 0
E ... -12995.3726 eV
HOMO ... -0.35420 Ha
Energy above the lowest of the compared OMol25 structures with the same formula, charge and spin ... 34.11 kcal per mole

Element x y z (Å)
1 C -2.9875 0.0051 0.2115
2 C -4.1601 0.0174 -0.6940
3 C 1.4011 -1.6510 0.5077
4 C 2.5020 -0.6350 0.0248
5 C 2.9723 1.7544 -0.0076
6 H -1.2833 -0.7498 0.4054
7 H -4.9702 0.6325 -0.2392
8 H -3.8870 0.3316 -1.6963
9 H -4.5315 -1.0215 -0.8099
10 H 0.5072 -0.9570 0.9507
11 H 1.7316 -2.2534 1.3426
12 H 1.2001 -2.2425 -0.3559
13 H 1.0078 0.9371 -0.2364
14 H 4.1317 1.4159 -0.0688
15 H 2.8139 2.3582 -0.9602
16 H 2.6959 2.5619 0.7985
17 N 2.1006 0.6523 0.0078
18 O -2.9373 0.5486 1.2750
19 O -1.9529 -0.6925 -0.2917
20 O 3.6456 -1.0123 -0.1638

***

(3)
The following is a quantum chemistry calculation of the molecule C5H11NO3S in a non-equilibrium geometry, from the OMol25 dataset.

Computed properties:
SMILES string ... NC[C@@H]1CCCS(=O)(=O)O1
LUMO level ... 0.7 eV
Total charge ... 0
E ... -23830.7513 eV
HOMO ... -0.34952 Ha
Energy above the lowest of the compared OMol25 structures with the same formula, charge and spin ... 6.94 kcal per mole

Element x y z (Å)
1 N 1.3919 1.0355 1.1502
2 C 1.7446 0.7139 -0.2340
3 C 0.5684 0.2856 -1.1197
4 C -0.7622 0.9302 -0.8160
5 C -1.4903 0.4049 0.4094
6 C -1.5786 -1.1199 0.4850
7 S -0.0613 -1.9378 0.0495
8 O 0.8851 -1.8823 1.1080
9 O -0.3930 -3.2428 -0.3880
10 O 0.4419 -1.1611 -1.2386
11 H 1.5092 2.0220 1.3302
12 H 1.9685 0.4961 1.7786
13 H 2.4424 -0.1136 -0.2492
14 H 2.2346 1.5483 -0.7252
15 H 0.8355 0.5906 -2.1238
16 H -1.4056 0.7484 -1.6732
17 H -0.6374 2.0041 -0.7449
18 H -1.0646 0.8203 1.3051
19 H -2.5120 0.7713 0.3716
20 H -1.7799 -1.4076 1.5053
21 H -2.3371 -1.5061 -0.1803

***

(4)
The following is a quantum chemistry calculation of a cluster of 2 separate species, C5H11NO3S in total in a non-equilibrium geometry, from the OMol25 dataset.

Computed properties:
LUMO level ... 0.9 eV
Total charge ... 0
E ... -23829.3729 eV
HOMO ... -0.31049 Ha
Energy above the lowest of the compared OMol25 structures with the same formula, charge and spin ... 38.73 kcal per mole

Element x y z (Å)
1 C 3.2916 -1.2149 -0.3160
2 C 3.3489 -0.2683 0.8499
3 C 1.8814 -0.9268 -0.8699
4 C 2.2218 0.4242 0.8973
5 C -2.5919 1.9863 -0.3057
6 N -2.8227 0.8818 0.5955
7 O -3.8331 -0.9202 -0.8559
8 O -2.4292 -1.4948 1.1466
9 O 1.3213 0.1270 -0.0814
10 S -2.4092 -0.6507 -0.0259
11 H 4.0744 -0.9975 -1.0480
12 H 3.4052 -2.2545 -0.0036
13 H 4.1844 -0.1915 1.5150
14 H -4.5582 -1.1294 -0.2558
15 H 1.8994 -0.5968 -1.9128
16 H 1.2197 -1.7951 -0.7880
17 H 1.9145 1.1943 1.5822
18 H -3.1816 2.8479 0.0082
19 H -1.5391 2.2809 -0.3690
20 H -2.9313 1.6750 -1.2930
21 H -2.4666 1.0230 1.5302

***

(5)
The following is a quantum chemistry calculation of a cluster of 3 separate species, C5H11NOS in total in a non-equilibrium geometry, from the OMol25 dataset.

Computed properties:
LUMO level (spin up / spin down) ... 3.3 / 3.3 eV
Total charge ... -1
E ... -19732.6081 eV
HOMO (spin up / spin down) ... -0.11360 / -0.09842 Ha
Multiplicity ... 2
Energy above the lowest of the compared OMol25 structures with the same formula, charge and spin ... 62.75 kcal per mole
Expectation value of S² ... 0.75

Element x y z (Å)
1 C -0.7179 2.6990 0.1188
2 N 0.6474 2.2952 0.4715
3 C 0.8940 1.0994 0.7424
4 C -0.0082 -0.1200 0.4201
5 C 0.5374 -0.9604 -0.7868
6 S -1.9280 -1.7289 -2.3550
7 C 1.9684 0.2679 1.3511
8 O 1.9366 -0.0936 2.5005
9 H -1.1346 1.9182 -0.5138
10 H -0.8609 3.7020 -0.2542
11 H -1.2847 2.5555 1.0471
12 H -2.0268 -3.7957 -0.7712
13 H -1.3358 -4.0085 -0.8934
14 H -0.2644 -0.7732 1.2502
15 H -0.9947 0.2230 0.0907
16 H 1.3498 -1.6048 -0.4438
17 H -0.4574 -1.4211 -1.0593
18 H 0.8617 -0.3172 -1.6042
19 H 2.8182 0.0632 0.6893

***

(6)
The following is a quantum chemistry calculation of the ion C5H11NOS with charge -2 in a non-equilibrium geometry, from the OMol25 dataset.

Computed properties:
SMILES string ... CCN[C@H](C[O-])C[S-]
LUMO level ... 6.2 eV
Total charge ... -2
E ... -19732.8978 eV
HOMO ... 0.03241 Ha
Energy above the lowest of the compared OMol25 structures with the same formula, charge and spin ... 24.80 kcal per mole

Element x y z (Å)
1 C -0.9408 0.6728 1.0926
2 N -0.1450 -0.3244 0.4288
3 C 1.0837 -0.0541 -0.3172
4 C 1.7699 -1.4204 -0.5795
5 S 3.3281 -1.7294 0.2648
6 C 0.7266 0.8312 -1.5439
7 O 0.6699 2.1718 -1.4069
8 C -2.4317 0.3032 1.1737
9 H -0.8521 1.5349 0.4141
10 H -0.5862 0.9394 2.1270
11 H -0.1187 -1.1963 0.9413
12 H 1.7680 0.5158 0.3481
13 H 1.0475 -2.2191 -0.3512
14 H 2.0289 -1.5207 -1.6490
15 H -0.2541 0.3774 -1.9239
16 H 1.2751 0.4513 -2.4109
17 H -2.9931 1.2280 1.0247
18 H -2.6237 -0.3388 0.3003
19 H -2.7525 -0.2227 2.0670

***

(7)
The following is a quantum chemistry calculation of the molecule C5H11NOS in a non-equilibrium geometry, from the OMol25 dataset.

Computed properties:
SMILES string ... CNC(=O)CCCS
LUMO level ... 0.7 eV
Total charge ... 0
E ... -19736.0811 eV
HOMO ... -0.33667 Ha
Energy above the lowest of the compared OMol25 structures with the same formula, charge and spin ... 23.39 kcal per mole

Element x y z (Å)
1 C -0.4896 -0.8621 0.5593
2 C -0.8024 0.5471 1.1385
3 C 0.4789 1.2869 1.4645
4 S 0.2330 2.7502 2.5387
5 C -1.1670 -0.9768 -0.7920
6 N -0.4282 -1.3182 -1.9135
7 C 0.9876 -0.9624 -2.0559
8 O -2.3767 -0.9079 -0.8894
9 H 0.5811 -0.8842 0.4243
10 H -0.8163 -1.6977 1.1705
11 H -1.4368 1.0378 0.4408
12 H -1.4552 0.4369 1.9731
13 H 1.1996 0.6315 1.9381
14 H 0.8583 1.6778 0.5198
15 H 1.5457 2.9629 2.6434
16 H -0.9744 -1.0780 -2.7294
17 H 1.1986 0.0937 -2.2324
18 H 1.5138 -1.3592 -1.2053
19 H 1.3500 -1.3783 -2.9932

***

(8)
The following is a quantum chemistry calculation of the molecule C5H11NOS in a non-equilibrium geometry, from the OMol25 dataset.

Computed properties:
SMILES string ... CC(=O)N[C@H](C)CS
LUMO level ... 0.8 eV
Total charge ... 0
E ... -19736.5263 eV
HOMO ... -0.33478 Ha
Energy above the lowest of the compared OMol25 structures with the same formula, charge and spin ... 13.12 kcal per mole

Element x y z (Å)
1 O 1.3846 -1.8457 -0.0877
2 C 1.5825 -0.6550 -0.2408
3 N 0.6461 0.3011 0.0739
4 C -0.7585 -0.0855 0.1160
5 C -1.4698 0.5280 1.3161
6 S -2.7717 -0.5365 2.0273
7 C -1.4620 0.2585 -1.1970
8 C 2.8998 -0.1477 -0.7427
9 H 0.7920 1.1970 -0.3696
10 H -0.7941 -1.1699 0.1568
11 H -0.7836 0.7656 2.1140
12 H -1.9849 1.4413 1.0273
13 H -2.1451 -0.8689 3.1595
14 H -0.8204 0.0027 -2.0510
15 H -1.8617 1.2680 -1.2840
16 H -2.3155 -0.4051 -1.3685
17 H 3.7560 -0.4319 -0.1369
18 H 3.0165 0.9327 -0.7768
19 H 3.0898 -0.5488 -1.7360

***

(9)
The following is a quantum chemistry calculation of the molecule C5H11NOS in a non-equilibrium geometry, from the OMol25 dataset.

Computed properties:
SMILES string ... C[C@]1(S)[C@H](N)[C@@]1(C)O
LUMO level ... 0.6 eV
Total charge ... 0
E ... -19733.6121 eV
HOMO ... -0.33677 Ha
Energy above the lowest of the compared OMol25 structures with the same formula, charge and spin ... 80.33 kcal per mole

Element x y z (Å)
1 C 0.2703 1.6749 0.0719
2 C 0.1851 0.3015 0.7244
3 C 0.7525 -0.8799 -0.0004
4 C -0.6678 -0.7071 0.1813
5 C -1.5549 -0.2560 -0.9397
6 H 0.9666 2.3744 0.8049
7 H -0.8809 2.0229 -0.0529
8 H 0.8466 1.5362 -1.0136
9 H 1.7820 0.2478 2.5142
10 H 1.2044 -1.5998 0.6644
11 H 2.2698 -0.1873 -1.1223
12 H 1.0901 -0.6280 -2.1848
13 H -1.1700 0.6884 -1.5369
14 H -2.5393 0.0884 -0.5127
15 H -1.8938 -1.0367 -1.7129
16 H -1.0748 -1.7192 1.8542
17 N 1.5192 -0.8073 -1.2317
18 O -1.5246 -1.4962 0.9762
19 S 0.4196 0.3831 2.5163

***

(10)
The following is a quantum chemistry calculation of a cluster of 2 separate species, C5H11NOS in total in a non-equilibrium geometry, from the OMol25 dataset.

Computed properties:
LUMO level (spin up / spin down) ... 0.7 / -1.9 eV
Total charge ... 0
E ... -19726.6355 eV
HOMO (spin up / spin down) ... -0.19670 / -0.31111 Ha
Multiplicity ... 3
Energy above the lowest of the compared OMol25 structures with the same formula, charge and spin ... 114.33 kcal per mole
Expectation value of S² ... 2.01

Element x y z (Å)
1 C -0.9277 1.0376 1.1625
2 C -0.9012 -1.7227 -2.7392
3 C -1.7373 -0.6984 -3.4881
4 C -2.0799 -1.4034 -2.2858
5 C 2.4478 0.6117 2.6716
6 N 1.7385 1.1677 1.5991
7 O 0.7856 -1.0799 1.3022
8 S 0.7491 0.1977 0.6571
9 H -1.6156 0.8090 0.2772
10 H -1.3587 0.4727 1.9428
11 H -0.9624 2.0486 1.0888
12 H 0.0714 -2.2339 -2.8573
13 H -1.3204 0.4042 -3.4467
14 H -2.2166 -1.0048 -4.4008
15 H -2.8138 -1.4377 -1.5168
16 H 3.2466 1.2019 3.0889
17 H 1.6335 0.3235 3.4776
18 H 2.7900 -0.4409 2.3515
19 H 2.4710 1.7471 1.1155

***

(11)
The following is a quantum chemistry calculation of a cluster of 2 separate species, C5H11NS in total in a non-equilibrium geometry, from the OMol25 dataset.

Computed properties:
LUMO level (spin up / spin down) ... 3.9 / 3.1 eV
Total charge ... -1
E ... -17685.7007 eV
HOMO (spin up / spin down) ... -0.08412 / -0.08257 Ha
Multiplicity ... 2
Energy above the lowest of the compared OMol25 structures with the same formula, charge and spin ... 29.27 kcal per mole
Expectation value of S² ... 0.76

Element x y z (Å)
1 C -0.0440 1.9360 1.3436
2 C -0.2995 0.7539 2.3113
3 S 0.7751 -0.6611 1.9287
4 H -0.1589 1.5999 0.3152
5 H 0.9882 2.2218 1.5418
6 H -0.7020 2.7877 1.5418
7 H -1.3651 0.4758 2.2918
8 H -0.0882 1.0143 3.3655
9 C 0.2613 -1.1350 -2.0196
10 C -0.4877 0.0719 -2.1285
11 C 0.0186 -1.9396 -0.7321
12 N 1.3633 -1.3965 -0.9115
13 H 0.6968 -1.7460 -2.8145
14 H -0.0298 1.0080 -2.4505
15 H -1.5726 0.0200 -2.2132
16 H -0.7778 -1.4760 -0.1701
17 H -0.0087 -3.0213 -0.7950
18 H 1.4311 -0.5137 -0.4047

***

(12)
The following is a quantum chemistry calculation of the molecule C5H11NS in a non-equilibrium geometry, from the OMol25 dataset.

Computed properties:
SMILES string ... NSCCC1CC1
LUMO level ... 0.7 eV
Total charge ... 0
E ... -17685.6458 eV
HOMO ... -0.29273 Ha
Energy above the lowest of the compared OMol25 structures with the same formula, charge and spin ... 64.97 kcal per mole

Element x y z (Å)
1 C -1.2241 -0.4123 -0.7896
2 C 0.1030 -0.6503 -0.0752
3 C 1.5519 -0.4379 2.0792
4 C 0.9394 0.9117 1.9331
5 C 0.1919 -0.2972 1.4803
6 N -1.1741 0.9331 -3.0409
7 S -1.7131 -0.6412 -2.7516
8 H -2.0226 -1.0324 -0.2820
9 H -1.3417 0.6268 -0.8830
10 H 0.4210 -1.6060 -0.3438
11 H 0.7923 -0.1325 -0.6694
12 H 2.2821 -0.6647 1.3750
13 H 1.6443 -1.0172 3.0450
14 H 0.4749 1.5334 2.7193
15 H 1.3928 1.5416 1.1544
16 H -0.8082 -0.6183 1.9933
17 H -0.0941 0.8689 -2.9160
18 H -1.4156 1.0945 -4.0280

***

(13)
The following is a quantum chemistry calculation of a cluster of 2 separate species, C5H11NSi in total in a non-equilibrium geometry, from the OMol25 dataset.

Computed properties:
LUMO level (spin up / spin down) ... -2.8 / -2.8 eV
Total charge ... 0
E ... -14725.7802 eV
HOMO (spin up / spin down) ... -0.32468 / -0.32465 Ha
Energy above the lowest of the compared OMol25 structures with the same formula, charge and spin ... 137.34 kcal per mole

Element x y z (Å)
1 C 3.7136 0.3220 -0.2796
2 C 0.3247 1.3168 0.2809
3 C -0.9613 0.0364 -1.4174
4 C -1.5713 -0.2110 0.9880
5 C -0.4130 0.0155 -0.0090
6 N 4.7805 0.7510 -0.4219
7 Si 0.5702 -1.6084 0.2251
8 H 1.1822 1.5594 -0.3410
9 H -0.3083 2.2190 0.3114
10 H 0.7354 1.1434 1.2583
11 H -1.9897 0.5561 -1.3312
12 H -1.1209 -0.9908 -1.7660
13 H -0.3265 0.6038 -2.0533
14 H -1.7684 0.6946 1.5765
15 H -2.4145 -0.5103 0.4124
16 H -1.3707 -0.9794 1.7568
17 H 0.3248 -2.7502 -0.8457
18 H 0.6133 -2.1681 1.6554